(1)
# C4H8O

A 2-piece molecular cluster, C4H8O overall in a non-equilibrium geometry (the ωB97M-V functional and the def2-TZVPD basis, the Open Molecules 2025 dataset).

Computed properties:
charge	0
2S+1	1
energy above the lowest of the compared OMol25 structures with the same formula, charge and spin	319.7	kJ/mol
E_tot	-6321.8545	eV

Structure (XYZ):
```
13
Properties=species:S:1:pos:R:3:forces:R:3
O -2.010 -1.367 1.360 1.2286 -0.2737 1.0425
C 0.184 -0.028 -1.229 -1.1270 2.6132 0.7446
C -1.672 -0.722 0.401 -1.7263 0.3697 0.0556
C 0.663 -0.188 1.305 -0.2657 0.2523 -0.8746
C -0.402 0.065 0.206 -1.0644 2.0767 0.3890
H -0.636 0.425 -1.932 1.6769 -1.4884 0.8261
H 0.968 0.799 -1.130 -0.5069 -1.6127 -0.9275
H 1.610 0.116 0.817 -0.1559 -0.7863 0.5241
H 0.557 -1.066 -1.417 -0.2308 1.0945 -0.2320
H 0.592 -1.253 1.657 0.3791 0.9702 -0.4986
H -2.521 -0.706 -0.307 0.7971 0.6908 -1.1362
H 0.592 0.461 2.173 -0.4466 -0.0485 0.0897
H -1.044 1.689 0.267 1.4418 -3.8577 -0.0027
```
Positions in Å, forces in eV/Å.



(2)
# C24H15Cl2F5NOSTeTi

C24H15Cl2F5NOSTeTi as an isolated structure in a non-equilibrium geometry (the ωB97M-V functional and the def2-TZVPD basis, the Open Molecules 2025 dataset).

Computed properties:
charge	0
2S+1	2
energy above the lowest of the compared OMol25 structures with the same formula, charge and spin	133.0	kJ/mol
E_tot	-108544.3010	eV

Structure (XYZ):
```
51
Properties=species:S:1:pos:R:3:forces:R:3
Te -0.310 -0.313 1.782 -1.7836 -1.4392 0.8486
Ti 1.179 0.261 -0.187 -1.0047 -1.6932 -1.3230
Cl -2.834 1.596 -2.170 0.2090 0.1528 0.0057
Cl -1.241 6.196 0.132 0.2343 0.1543 0.0525
S 2.054 -1.542 -1.403 0.4339 0.2361 0.0951
F 2.914 0.248 1.014 1.0938 -2.1380 0.7094
F 7.163 -1.787 1.553 -0.9147 -0.0138 -0.5420
F 7.114 -2.428 -1.061 -0.7956 0.0657 0.1259
F 4.747 -2.381 -2.475 -0.1154 0.2056 1.0727
F 4.984 -0.635 2.704 0.1452 0.0410 -0.4606
O -0.084 0.764 -1.551 0.3735 0.7483 -0.2625
N 1.894 2.106 -0.391 2.3200 3.2198 0.6511
C -0.880 -3.696 0.779 0.2285 0.1760 0.8035
C 3.788 -0.835 0.691 -0.3527 -0.2982 -1.6606
C -4.432 -2.715 -0.260 1.7558 0.6196 -0.0680
C 4.918 -1.076 1.435 -0.2429 1.0036 1.1862
C 0.496 4.153 -0.374 0.7934 0.4599 0.5413
C -1.605 2.609 -1.519 1.8467 -0.2741 -0.0349
C -3.296 0.748 1.197 -0.1129 0.2902 -0.6189
C -5.658 -3.273 -0.919 -0.6498 0.9594 0.2203
C 4.771 -1.977 -1.184 -0.9434 0.1223 0.1984
C 2.961 2.785 0.195 -2.7149 -0.8469 -1.6413
C 6.008 -1.669 0.851 1.0428 -0.0406 0.2839
C -0.838 4.615 -0.453 -0.9479 0.1215 -1.2986
C 0.750 2.811 -0.756 0.2443 0.3505 0.7146
C 5.962 -2.021 -0.491 0.8460 -0.4153 -0.0780
C 2.853 4.161 0.357 -1.3092 0.5176 0.0320
C -2.092 -2.818 0.527 0.5666 1.1026 -0.1700
C -2.090 -1.435 0.866 0.5962 -0.3830 0.0605
C -3.263 -0.702 0.704 -0.3093 -0.2795 0.3293
C 1.665 4.864 0.095 0.3731 -1.5729 -0.5342
C 3.582 -1.467 -0.557 1.3203 0.1391 -0.4258
C -4.374 -1.376 0.131 -0.7656 1.6993 0.4838
C -0.273 2.061 -1.348 -2.8545 -1.0635 -0.3987
C -1.886 3.907 -1.103 1.0890 0.6231 1.2891
C -3.225 -3.400 -0.084 0.4662 -0.2045 1.0332
H -5.275 -0.732 0.024 0.4928 -0.6260 -0.0210
H -0.259 -3.344 1.649 -0.8250 -0.2594 -0.7002
H -5.990 -2.508 -1.650 -0.0657 -0.4620 0.3237
H -1.292 -4.688 1.021 0.6186 0.0921 -0.2171
H 3.671 4.678 0.805 0.5261 0.4122 -0.0553
H -6.459 -3.354 -0.144 0.4428 -0.2960 -0.7683
H -3.109 -4.472 -0.256 -0.3790 0.2137 -0.3140
H -2.953 0.897 2.234 -0.3830 -0.5329 -0.2016
H -2.904 4.351 -1.148 0.9678 -0.4762 -0.0389
H -2.532 1.304 0.631 -0.3981 -0.0356 0.0070
H 3.877 2.246 0.453 -0.6166 0.0231 -0.1026
H -0.161 -3.731 -0.058 -0.5017 -0.1255 0.0700
H -5.500 -4.193 -1.481 0.0244 -0.0811 0.3894
H 1.728 5.936 0.117 -0.4825 0.3252 0.4532
H -4.266 1.270 1.073 0.4175 -0.5173 -0.0442
```
Positions in Å, forces in eV/Å.



(3)
# C24H25N3O5S

One molecule with the formula C24H25N3O5S (the ωB97M-V functional and the def2-TZVPD basis, the Open Molecules 2025 dataset).

Computed properties:
charge	0
2S+1	1
SMILES string	CC(=O)Nc1ccc(NC(=O)COc2ccc(S(=O)(=O)N[C@H](C)c3ccccc3)cc2)cc1
energy above the lowest of the compared OMol25 structures with the same formula, charge and spin	168.4	kJ/mol
E_tot	-50837.7767	eV

Structure (XYZ):
```
58
Properties=species:S:1:pos:R:3:forces:R:3
S 0.238 0.290 3.525 -0.1060 0.3619 0.0428
O 0.444 0.877 4.816 0.0885 0.1917 -0.0021
O 5.119 -0.697 0.357 -0.0144 -0.2008 0.2164
O 4.031 1.783 -1.863 -0.0167 0.2297 -0.0494
O -0.527 -0.923 3.448 0.2493 -0.0456 -0.2326
O -2.795 -2.523 -2.335 0.1256 -0.3839 0.1041
N -0.397 1.504 2.566 0.5970 -0.4459 0.5232
N -2.134 -0.372 -2.700 -0.0560 0.3884 -0.1469
N 3.340 -0.385 -1.610 0.1340 -0.4921 -0.1054
C -0.005 0.727 -2.727 -0.1268 -0.2997 0.0044
C -0.755 -0.423 -2.485 0.3506 -0.0461 0.0416
C -0.108 -1.563 -2.014 -0.0919 -0.0910 -0.0143
C -3.387 -1.593 0.718 -0.0446 -0.0794 -0.0311
C 1.352 0.762 -2.471 0.1073 0.0717 0.0168
C 5.440 0.246 -0.649 0.0739 0.3006 -0.1581
C 3.624 0.907 1.425 0.2363 -0.0795 -0.0395
C 4.194 0.656 -1.454 0.3486 -0.2742 0.1970
C -3.061 -1.369 -2.572 -0.4106 0.4164 -0.1939
C -4.549 -0.938 1.088 -0.0610 -0.0581 0.0059
C -0.765 2.347 0.316 0.1154 -0.2864 0.1960
C -4.474 -0.862 -2.763 -0.0067 -0.2296 0.0684
C 1.245 -1.527 -1.753 0.1208 0.2721 -0.0617
C -2.107 0.395 1.172 -0.0374 -0.1566 -0.1050
C 1.985 -0.366 -1.962 -0.2904 0.0880 -0.0732
C -2.175 -0.929 0.761 -0.0326 0.1311 -0.0012
C 4.067 -0.391 1.179 -0.2891 -0.0693 0.2421
C 2.489 1.108 2.190 0.0845 0.0226 -0.0068
C 3.395 -1.475 1.748 0.2145 0.1576 -0.0799
C -4.491 0.379 1.511 -0.0971 0.1010 0.0450
C -0.779 1.112 1.218 -0.0753 -0.0554 -0.5115
C 2.250 -1.265 2.490 -0.0519 -0.0855 -0.0060
C 1.793 0.024 2.687 -0.5857 0.1615 0.1779
C -3.277 1.040 1.555 0.0889 -0.0125 -0.0567
H -1.016 2.059 -0.700 -0.0629 0.0290 -0.0598
H 0.004 0.421 0.884 -0.1433 0.0495 -0.1759
H -5.393 0.893 1.811 -0.0674 0.0331 0.0252
H 1.919 1.659 -2.652 0.0284 0.0418 -0.0211
H 5.915 1.145 -0.242 -0.1515 -0.0779 -0.0823
H 4.141 1.758 1.012 0.0523 0.0919 -0.0684
H 2.121 2.101 2.384 0.0069 0.1638 -0.0599
H -3.243 2.067 1.892 -0.0237 0.1359 0.0255
H 3.773 -2.470 1.571 0.0158 -0.1224 -0.0368
H -1.113 2.013 3.062 -0.0478 0.0709 0.3085
H 1.735 -2.411 -1.370 0.0508 -0.1133 0.0538
H -5.498 -1.454 1.055 -0.0780 -0.0522 0.0039
H 3.656 -1.275 -1.244 0.0116 0.2651 0.0258
H 6.158 -0.258 -1.303 -0.0734 0.0996 0.0713
H -1.269 -1.442 0.478 0.1164 -0.0664 -0.0110
H -1.484 3.084 0.665 -0.1145 0.1180 0.0286
H -5.160 -1.703 -2.742 0.0173 -0.0185 -0.0051
H -4.574 -0.338 -3.711 -0.0238 0.0799 -0.0750
H -0.672 -2.466 -1.853 -0.0140 -0.0265 0.0165
H -2.486 0.544 -2.944 -0.0406 -0.2004 0.0767
H 0.224 2.797 0.320 0.1201 0.0854 -0.0255
H -0.490 1.608 -3.123 -0.0540 0.1034 -0.0272
H 1.682 -2.086 2.897 -0.0257 -0.1734 -0.0055
H -4.724 -0.181 -1.951 -0.0365 0.0804 0.0566
H -3.423 -2.620 0.390 -0.0039 -0.0995 -0.0449
```
Positions in Å, forces in eV/Å.



(4)
# C22H20N6

A 2-piece molecular cluster, C22H20N6 overall in a non-equilibrium geometry (the ωB97M-V functional and the def2-TZVPD basis, the Open Molecules 2025 dataset).

Computed properties:
charge	0
2S+1	1
energy above the lowest of the compared OMol25 structures with the same formula, charge and spin	121.6	kJ/mol
E_tot	-32077.6737	eV

Structure (XYZ):
```
48
Properties=species:S:1:pos:R:3:forces:R:3
N -3.136 -1.256 0.084 1.5914 0.0532 0.7176
N 2.246 -1.867 6.014 -0.2086 0.2151 -0.1753
N 0.807 -0.582 4.525 -1.0274 0.6944 2.4845
N 3.970 -3.206 5.170 0.7945 -0.7152 0.5926
N 3.114 -2.230 2.438 -0.1096 0.2351 -2.0752
N 1.358 -0.759 2.116 0.1043 -0.3783 0.6850
C -1.200 -0.127 -0.285 0.0320 -0.1065 -0.4042
C 2.593 -1.955 3.650 -1.8061 1.6112 0.2647
C -4.448 -0.550 -1.928 0.1516 0.2415 -0.3887
C 0.065 0.407 -0.038 -1.2740 0.8829 -0.3321
C 2.353 -1.507 1.543 0.3867 -0.6372 2.8522
C -3.283 1.073 -3.316 0.2683 -0.0726 0.4483
C 2.072 3.071 -1.726 -0.0031 -0.0025 -0.2059
C 1.485 1.413 -3.384 -0.1574 -0.1719 0.2627
C -2.133 0.149 -1.402 -0.4408 -0.5233 0.2450
C 2.948 -2.355 4.985 -1.2898 1.1854 -1.8829
C 1.468 -1.013 3.472 3.1532 -2.5039 -0.4525
C 1.512 2.287 -0.730 -0.4488 -0.4948 0.2371
C 2.052 2.655 -3.066 -0.1318 -0.1652 0.3016
C -4.159 -2.049 0.736 -0.1787 -0.3668 0.3332
C 2.622 3.524 -4.144 0.1909 0.2260 -0.1220
C -3.305 -0.600 -1.140 0.2569 0.6114 -0.0122
C -4.413 0.283 -3.056 0.1812 -0.3399 0.4046
C -1.901 -0.993 0.590 -1.1144 0.3154 -0.6040
C 1.227 -1.014 5.749 0.1005 -0.0025 -2.0734
C -2.164 1.042 -2.465 -0.3096 0.1764 -0.6121
C 0.869 0.645 -2.403 -0.0401 0.2139 0.3394
C 0.819 1.090 -1.051 0.7409 0.3050 -0.9855
H 0.681 -0.629 6.615 0.1842 -0.1589 -0.3400
H -5.322 -1.142 -1.665 0.1114 0.2445 -0.2470
H 1.527 2.606 0.314 0.0628 -0.0412 -0.2924
H -5.033 -2.089 0.083 0.1851 -0.0891 0.2463
H -1.329 1.718 -2.629 -0.2086 -0.1883 -0.1504
H -3.276 1.726 -4.190 -0.0092 -0.1268 0.3320
H 4.235 -3.465 6.109 -0.0750 0.0822 -0.2866
H 0.399 -0.305 -2.667 0.1510 0.2786 0.0880
H 0.383 0.472 0.999 0.3989 -0.4648 0.1038
H -4.449 -1.604 1.698 0.1067 -0.0377 -0.3327
H 1.851 3.833 -4.861 0.0991 -0.0928 0.1706
H 2.528 -1.528 0.467 -0.0014 0.0002 0.3492
H 4.496 -3.551 4.380 -0.2516 0.2068 0.2024
H 3.400 3.001 -4.714 -0.1356 0.0564 0.1305
H -1.551 -1.403 1.530 -0.0102 -0.0138 -0.0879
H 2.528 4.033 -1.481 -0.1102 -0.3409 0.0042
H 1.503 1.070 -4.422 -0.0033 0.0495 0.3560
H -5.274 0.323 -3.723 0.2262 0.0093 0.1843
H -3.796 -3.068 0.923 -0.0994 0.2504 -0.1205
H 3.062 4.426 -3.708 -0.0332 -0.1099 -0.1521
```
Positions in Å, forces in eV/Å.